Run one
ORCA calculation (the ωB97M-V functional and the def2-TZVPD basis) on a gas-phase ion, C4H4N3 (charge +1).

Computed properties:
HOMO = -13.9688 eV
charge = +1
orbital gap = 8.760 eV

Each line ends with the Löwdin charge.
Cartesian coordinates (Å):
C (0.2182, -0.3424, -1.4426)  -0.04
C (-0.7953, -0.6585, -0.5427)  -0.02
C (1.2683, 0.3429, -0.9997)  -0.06
C (-0.0417, 0.5003, 1.6943)  0.14
N (2.2914, 0.7933, -0.5572)  0.32
N (-0.6566, -0.4079, 0.7404)  -0.05
N (-1.2378, 0.1184, 1.9046)  0.15
H (0.0629, -0.5334, -2.3993)  0.08
H (-1.8108, -1.1933, -0.8240)  0.20
H (2.6352, 1.6054, -0.0916)  0.13
H (-1.9338, -0.2248, 2.5178)  0.16


Run two
ORCA calculation (the ωB97M-V functional and the def2-TZVPD basis) on a gas-phase ion, C4H4N3 (charge +1).

Computed properties:
HOMO = -15.1103 eV
charge = +1
orbital gap = 8.778 eV
SMILES string = CC#[N+]/C=N\C#N

Each line ends with the Löwdin charge.
Cartesian coordinates (Å):
C (2.0974, 1.5068, 0.0466)  -0.31
C (-0.0705, 1.6080, 0.7833)  -0.09
C (-0.9860, -1.9219, -0.5507)  0.05
C (-0.7987, -0.6411, -0.1030)  0.03
N (1.1121, 1.9758, 0.6803)  0.16
N (3.0781, 1.1644, -0.4601)  0.23
N (-0.6604, 0.4205, 0.3373)  0.29
H (-0.7780, 2.4110, 1.0623)  0.16
H (-1.9586, -2.2116, -0.1149)  0.15
H (-0.2006, -2.4250, 0.0003)  0.14
H (-0.8350, -1.8868, -1.6814)  0.17


How far above the most stable structure does each one sit? In eV: run one 3.118; run two 0.000.


Run one
ORCA calculation (the ωB97M-V functional and the def2-TZVPD basis) on 2 unconnected molecules or ions with the total composition C4H14N3.

Computed properties:
HOMO = -14.3659 eV
charge = +1
orbital gap = 8.951 eV

Each line ends with the Löwdin charge.
Cartesian coordinates (Å):
C (-0.9562, 1.8451, 0.6568)  0.00
C (1.1731, -1.1997, 1.0063)  0.03
C (2.2331, 0.4789, -0.4442)  0.02
C (-1.1275, -1.0201, -0.5881)  -0.29
N (-2.3663, -0.4857, -1.0477)  0.09
N (-0.0849, -0.0795, -0.6762)  0.08
N (1.0570, -0.3611, -0.1672)  -0.17
H (-1.5446, 2.6408, 0.2145)  0.05
H (-1.4854, 1.3433, 1.5439)  0.08
H (-0.0033, 2.2689, 0.9969)  0.04
H (0.3114, -1.8316, 1.1891)  0.09
H (2.1545, -1.6907, 0.8038)  0.14
H (1.3368, -0.5749, 1.8151)  0.09
H (2.8481, 0.2291, -1.3523)  0.13
H (1.8745, 1.6045, -0.6665)  0.16
H (2.8441, 0.6310, 0.3684)  0.06
H (-0.7499, -1.7782, -1.2614)  0.16
H (-1.2991, -1.4173, 0.3874)  0.12
H (-2.3727, -0.5272, -2.0021)  0.06
H (-0.8642, 1.1256, -0.1307)  -0.05
H (-2.9786, -1.2010, -0.6460)  0.11


Run two
ORCA calculation (the ωB97M-V functional and the def2-TZVPD basis) on 2 unconnected molecules or ions with the total composition C4H14N3.

Computed properties:
HOMO = -14.0531 eV
charge = +1
orbital gap = 10.986 eV

Each line ends with the Löwdin charge.
Cartesian coordinates (Å):
C (-1.1307, 2.2779, 2.0819)  -0.09
C (-1.6635, 0.9079, 1.5573)  -0.28
N (-1.7858, 0.8731, 0.0601)  -0.03
H (-1.9298, 3.0673, 2.0436)  0.09
H (-0.7677, 2.2522, 3.1360)  0.09
H (-0.2945, 2.6374, 1.4430)  0.07
H (-1.0298, 0.0409, 1.8340)  0.10
H (-2.6288, 0.6504, 2.0047)  0.11
H (-2.4507, 0.1533, -0.2477)  0.12
H (-2.1437, 1.8105, -0.1637)  0.11
C (2.2255, -2.7698, -1.5037)  -0.05
N (0.6274, 0.4009, -0.8303)  0.16
C (0.8532, -0.8644, -0.9235)  -0.18
N (1.8428, -1.3665, -1.6725)  -0.01
H (1.9079, -3.4515, -2.3147)  0.10
H (1.7917, -3.1264, -0.5679)  0.09
H (3.3088, -2.7532, -1.5102)  0.09
H (1.3192, 1.0236, -1.1528)  0.11
H (-0.3609, 0.7551, -0.3957)  0.06
H (0.2773, -1.5511, -0.2704)  0.16
H (2.0322, -0.9676, -2.6075)  0.18


How far above the most stable structure does each one sit? In eV: run one 4.100; run two 0.000.


Run one
ORCA calculation (the ωB97M-V functional and the def2-TZVPD basis) on 2 unconnected molecules or ions with the total composition C4H14N3.

Computed properties:
HOMO = -14.9272 eV
charge = +1
orbital gap = 11.807 eV

Each line ends with the Löwdin charge.
Cartesian coordinates (Å):
C (-0.7856, 0.2488, 2.6286)  -0.03
C (0.8563, -0.5867, 1.0232)  -0.46
N (0.5791, 0.0060, 2.1766)  0.06
N (2.0454, -0.3915, 0.4605)  0.22
N (-0.0365, -1.3953, 0.4757)  0.22
H (1.3388, 0.3783, 2.7202)  0.16
H (2.7125, 0.3126, 0.7279)  0.14
H (2.4461, -1.0833, -0.1543)  0.14
H (-0.6474, -1.9825, 1.0281)  0.15
H (0.0955, -1.6893, -0.4826)  0.12
H (-1.1323, -0.4834, 3.3461)  0.09
H (-1.4537, 0.3939, 1.7906)  0.09
H (-0.8268, 1.2074, 3.1388)  0.10
C (-1.0393, 0.0279, -2.5670)  -0.17
C (-0.2475, 1.2590, -2.1071)  -0.16
H (-1.8827, 0.2137, -3.2362)  0.07
H (-0.3825, -0.6295, -3.1608)  0.07
H (-1.3887, -0.5526, -1.7111)  0.03
H (0.7586, 0.9964, -1.7921)  0.04
H (-0.8255, 1.7951, -1.3583)  0.06
H (-0.1839, 1.9549, -2.9471)  0.07


Run two
ORCA calculation (the ωB97M-V functional and the def2-TZVPD basis) on a molecular structure, C4H14N3.

Computed properties:
HOMO = -13.9279 eV
charge = +1
orbital gap = 11.257 eV

Each line ends with the Löwdin charge.
Cartesian coordinates (Å):
C (0.0068, -1.7372, -1.1332)  -0.04
C (-1.8626, 0.7775, 0.4879)  0.09
C (0.1177, -0.3323, 1.6212)  0.01
C (0.0131, -0.2808, -0.8861)  -0.18
N (1.6513, 1.5583, -0.4495)  -0.04
N (1.7833, 0.2221, -0.7749)  -0.06
N (-0.3951, 0.2879, 0.4185)  -0.19
H (1.1041, -2.0450, -0.9815)  0.12
H (-0.5029, -2.3058, -0.4231)  0.05
H (-0.4766, -2.2563, -2.0041)  0.12
H (-1.8164, 1.5598, 1.1923)  0.09
H (-2.2482, 1.1324, -0.4796)  0.12
H (-2.4784, 0.0869, 0.8534)  0.06
H (-0.3511, -1.2348, 1.9334)  0.11
H (1.1765, -0.4916, 1.4092)  0.11
H (-0.1194, 0.3560, 2.3512)  0.09
H (-0.3465, 0.3445, -1.6241)  0.11
H (1.5782, 2.1065, -1.2957)  0.11
H (2.3619, 1.7478, 0.2155)  0.10
H (2.2690, -0.0130, -1.6856)  0.13
H (0.1556, 1.1425, 0.4166)  0.10


How far above the most stable structure does each one sit? In eV: run one 0.000; run two 3.905.


Run one
ORCA calculation (the ωB97M-V functional and the def2-TZVPD basis) on 2 unconnected molecules or ions with the total composition C4H14N3.

Computed properties:
HOMO = -12.2041 eV
charge = +1
orbital gap = 9.329 eV

Each line ends with the Löwdin charge.
Cartesian coordinates (Å):
C (0.2987, -1.4094, -0.9194)  -0.16
C (-0.2599, -1.4232, -2.1343)  -0.19
N (-0.9372, -2.5271, -2.6054)  0.07
N (1.5630, -0.7616, -0.5498)  0.08
H (-0.0191, -2.0049, -0.0624)  0.12
H (-0.1892, -0.5456, -2.7793)  0.13
H (-1.0197, -2.5378, -3.6147)  0.10
H (-0.4991, -3.3970, -2.2927)  0.11
H (2.2609, -1.4541, -0.2552)  0.15
H (1.2983, -0.0040, 0.3478)  0.09
H (1.9875, -0.2573, -1.3359)  0.15
C (-1.0845, 2.3538, 2.0127)  -0.09
C (-0.5048, 1.4400, 0.9265)  -0.28
N (0.6707, 0.6932, 1.4416)  0.00
H (-0.3774, 3.1359, 2.2681)  0.07
H (-2.0774, 2.7463, 1.8021)  0.08
H (-1.2566, 1.7893, 2.9488)  0.08
H (-1.2505, 0.6960, 0.6695)  0.10
H (-0.2488, 2.0282, 0.0328)  0.12
H (0.3691, 0.0745, 2.1983)  0.12
H (1.2758, 1.3647, 1.9008)  0.11


Run two
ORCA calculation (the ωB97M-V functional and the def2-TZVPD basis) on a gas-phase ion, C4H14N3 (charge +1).

Computed properties:
HOMO = -13.3107 eV
charge = +1
orbital gap = 10.098 eV
SMILES string = NCC[C@@H](N)C[NH3+]

Each line ends with the Löwdin charge.
Cartesian coordinates (Å):
N (-1.3280, 0.7000, 0.1474)  0.04
C (0.0710, 0.1421, 0.2603)  -0.42
C (0.3067, -1.0664, -0.5213)  -0.23
C (0.4372, -0.8405, -2.0705)  -0.20
N (0.6242, 0.6516, -2.4525)  0.02
C (0.3414, -0.1299, 1.7717)  -0.05
N (-0.4597, 0.8619, 2.7495)  0.19
H (-1.4200, 1.2027, -0.7092)  0.07
H (-2.0574, 0.0286, -0.0873)  0.09
H (-1.1921, 1.1871, 2.1285)  0.10
H (0.7130, 0.9274, -0.2141)  0.14
H (-0.3571, -1.8537, -0.2060)  0.11
H (1.3513, -1.4550, -0.3351)  0.13
H (-0.5782, -1.2081, -2.5179)  0.13
H (1.2818, -1.6264, -2.3173)  0.14
H (1.5206, 0.7917, -2.7823)  0.03
H (0.0968, 0.7434, -3.3052)  0.07
H (-0.0278, -1.1737, 2.1612)  0.16
H (1.4677, -0.0340, 1.9051)  0.15
H (-0.8572, 0.4258, 3.5720)  0.16
H (0.0659, 1.7254, 2.8230)  0.16


Run three
ORCA calculation (the ωB97M-V functional and the def2-TZVPD basis) on a gas-phase ion, C4H14N3 (charge +1).

Computed properties:
HOMO = -13.6537 eV
charge = +1
orbital gap = 10.833 eV
SMILES string = NCC[C@@H]([NH3+])CN

Each line ends with the Löwdin charge.
Cartesian coordinates (Å):
N (1.1206, -0.4421, -0.5373)  0.19
C (0.0713, 0.6324, -0.3079)  -0.26
C (-0.7947, 0.2110, 0.8703)  -0.16
C (-0.0154, -0.0320, 2.1391)  -0.25
N (0.7691, -1.2664, 2.0229)  -0.01
C (-0.7852, 0.7862, -1.6116)  -0.22
N (-0.1619, 0.2367, -2.7820)  0.02
H (1.9073, -0.1176, -1.0907)  0.16
H (1.4062, -0.7877, 0.4067)  0.11
H (0.6783, -1.2396, -0.9982)  0.16
H (0.6043, 1.5554, -0.1086)  0.15
H (-1.4835, -0.5919, 0.6114)  0.13
H (-1.4535, 1.0529, 1.0542)  0.13
H (-0.6596, 0.0185, 3.0201)  0.12
H (0.6827, 0.7838, 2.3620)  0.13
H (0.1678, -2.0466, 1.7729)  0.10
H (1.1738, -1.5509, 2.9094)  0.10
H (-1.7655, 0.3620, -1.4125)  0.12
H (-1.0392, 1.8430, -1.6517)  0.12
H (0.3851, 0.8853, -3.3247)  0.09
H (-0.8079, -0.2925, -3.3440)  0.09


How far above the most stable structure does each one sit? In eV: run one 1.257; run two 1.674; run three 0.000.


Run one
ORCA calculation (the ωB97M-V functional and the def2-TZVPD basis) on 2 unconnected molecules or ions with the total composition C4H14N3.

Computed properties:
HOMO = -13.7481 eV
charge = +1
orbital gap = 10.530 eV

Each line ends with the Löwdin charge.
Cartesian coordinates (Å):
C (-2.7287, -0.5513, 0.3457)  -0.05
C (-0.7867, 0.8310, 0.7320)  -0.42
N (-1.5394, -0.1944, 1.0925)  0.04
N (-0.6358, 1.2624, -0.5380)  0.16
N (-0.0380, 1.4467, 1.7426)  0.17
H (-1.5491, -0.5487, 2.0696)  0.18
H (-1.1254, 0.7056, -1.3339)  0.17
H (0.0086, 2.1211, -0.7305)  0.19
H (-0.3348, 1.4367, 2.7767)  0.17
H (0.5652, 2.1782, 1.4958)  0.08
H (-3.2845, -1.2673, 0.8840)  0.08
H (-2.4019, -0.9917, -0.6520)  0.11
H (-3.4223, 0.1826, 0.0172)  0.09
C (2.6030, -0.7993, -0.4187)  -0.21
C (1.6158, -0.7178, -1.5941)  -0.18
H (3.0034, 0.2038, -0.0623)  0.08
H (2.2753, -1.4354, 0.4892)  0.07
H (3.3913, -1.5865, -0.5175)  0.07
H (1.1589, -1.7202, -1.6609)  0.07
H (2.3197, -0.6800, -2.5438)  0.11
H (0.9054, 0.1245, -1.5936)  0.01


Run two
ORCA calculation (the ωB97M-V functional and the def2-TZVPD basis) on 2 unconnected molecules or ions with the total composition C4H14N3.

Computed properties:
HOMO = -14.7846 eV
charge = +1
orbital gap = 11.727 eV

Each line ends with the Löwdin charge.
Cartesian coordinates (Å):
C (-3.0457, 0.2939, -0.6066)  -0.16
C (-2.6801, -1.0715, -0.0121)  -0.15
H (-2.1669, 0.8286, -0.9599)  0.03
H (-3.7096, 0.2046, -1.4555)  0.07
H (-3.6560, 0.8709, 0.0982)  0.07
H (-3.4656, -1.3267, 0.7029)  0.07
H (-1.6793, -1.0447, 0.4003)  0.01
H (-2.7197, -1.9140, -0.7156)  0.08
C (2.5586, 0.7939, -1.2297)  0.00
C (0.9601, 0.0409, 0.4752)  -0.43
N (2.0018, -0.2295, -0.2928)  0.06
N (0.0025, 0.8997, 0.1893)  0.22
N (0.8083, -0.7877, 1.5634)  0.18
H (2.6782, -0.9395, -0.0510)  0.16
H (-0.0394, 1.5904, -0.5381)  0.13
H (-0.6864, 1.1408, 0.8908)  0.14
H (1.5323, -0.8652, 2.2513)  0.12
H (-0.1139, -0.6936, 1.9790)  0.11
H (3.2376, 1.4207, -0.6483)  0.10
H (1.7189, 1.3849, -1.5799)  0.07
H (2.9790, 0.3036, -2.1024)  0.10


How far above the most stable structure does each one sit? In eV: run one 1.105; run two 0.000.


Run one
ORCA calculation (the ωB97M-V functional and the def2-TZVPD basis) on a gas-phase ion, C5H14N2P (charge +1).

Computed properties:
HOMO (alpha / beta) = -13.4576 / -13.2930 eV
charge = +1
orbital gap (alpha / beta) = 9.277 / 7.338 eV

Each line ends with the Löwdin charge.
Cartesian coordinates (Å):
C (1.0286, 0.3433, -0.9162)  -0.18
C (2.4339, 0.6812, -0.3647)  -0.31
C (0.2249, -0.3997, 0.1988)  -0.23
C (-1.6858, -0.6866, 1.3443)  -0.09
C (-1.7621, -0.9126, -1.0081)  -0.08
N (2.5017, 0.7209, 1.0242)  0.11
N (-1.2058, -0.1606, 0.0861)  -0.57
P (-1.6578, 1.7528, -0.2385)  1.09
H (0.4912, 1.3497, -1.2568)  0.08
H (1.0158, -0.0935, -1.9407)  0.12
H (2.9270, -0.1394, -0.8151)  0.12
H (3.0443, 1.4735, -0.7691)  0.13
H (0.4134, -1.3827, -0.0803)  0.13
H (0.6459, -0.0870, 1.0748)  0.05
H (-1.0386, -0.2007, 2.2187)  0.15
H (-2.7495, -0.4534, 1.5310)  0.11
H (-1.4418, -1.7593, 1.4447)  0.12
H (-2.7638, -0.5869, -0.9969)  0.07
H (-1.1112, -0.6024, -1.9480)  0.15
H (-1.7865, -1.9509, -0.7247)  0.11
H (3.3858, 1.1902, 1.3244)  0.09
H (-0.9096, 1.9041, 0.8122)  -0.17


Run two
ORCA calculation (the ωB97M-V functional and the def2-TZVPD basis) on a gas-phase ion, C5H14N2P (charge +1).

Computed properties:
HOMO = -12.9530 eV
charge = +1
orbital gap = 8.583 eV
SMILES string = C=C(C)[PH2]=[NH+]CCN

Each line ends with the Löwdin charge.
Cartesian coordinates (Å):
C (1.4360, 1.1455, 0.0095)  -0.31
C (1.6163, -0.0544, 0.8408)  -0.32
C (-1.5295, -0.3759, 1.2876)  0.03
C (-1.9940, -0.1960, 0.0158)  -0.43
C (-2.9037, -1.0955, -0.7501)  -0.09
N (0.6225, 1.0763, -1.1484)  -0.19
N (2.9240, -0.7394, 0.5925)  -0.01
P (-1.0472, 1.1777, -0.8573)  1.09
H (0.9263, 1.9119, 0.5923)  0.10
H (2.4562, 1.4976, -0.1966)  0.14
H (1.5396, 0.1528, 1.9049)  0.11
H (0.8175, -0.7210, 0.6324)  0.07
H (-2.0841, -1.0858, 1.8442)  0.07
H (-0.7966, 0.3242, 1.8391)  0.10
H (-4.0186, -0.9520, -0.6411)  0.12
H (-2.7530, -2.0946, -0.6915)  0.05
H (-2.7675, -0.8310, -1.8084)  0.07
H (0.8624, 0.4362, -1.8403)  0.09
H (3.6467, -0.0863, 1.1483)  0.14
H (2.9898, -1.6372, 1.0698)  0.06
H (-1.1740, 2.4047, -0.1596)  0.07
H (-1.3250, 1.1133, -2.1851)  0.03


How far above the most stable structure does each one sit? In eV: run one 3.074; run two 0.000.